1.
8
Properties=species:S:1:pos:R:3:forces:R:3:mulliken_spin:R:1 method="wB97M-V/def2-TZVPD" multiplicity=3 homo_lumo_gap_ev="6.4 / 7.3" e_homo_ev="-5.818 / -9.376" total_charge=0
C -0.630433 0.095012 0.107931 1.70 4.29 -6.54 0.929
C -0.689811 -0.961599 1.021597 -0.58 -1.98 2.68 1.008
P 0.174407 0.966121 -1.778324 -1.33 -1.37 2.04 -0.048
H -1.225784 1.335510 -1.892712 0.86 -0.16 -0.56 0.006
H -1.053788 1.021557 0.311392 -0.68 1.45 0.75 0.028
H -1.343271 -0.701312 1.860635 0.29 -1.09 -0.11 0.031
H -0.200145 -1.853966 0.780289 0.40 -1.32 0.52 0.032
H 0.334780 0.116799 -2.987141 -0.67 0.18 1.22 0.014

***

2.
9
Properties=species:S:1:pos:R:3:forces:R:3:lowdin_charge:R:1 method="wB97M-V/def2-TZVPD" multiplicity=1 homo_lumo_gap_ev=9.3 e_homo_ev=-8.621 total_charge=0 smiles=P[C@@H]1CS1
P -1.495929 1.203516 0.128704 2.97 -1.19 -0.04 0.748
C 0.321419 0.038144 -0.386151 -3.07 1.42 0.28 -0.803
C 1.012800 -0.715565 0.666595 0.11 -0.26 0.20 -0.511
S 1.956959 0.621088 -0.099788 0.39 0.31 0.07 0.748
H -2.270166 0.045751 0.091130 -0.31 -0.41 -0.04 -0.172
H -1.737934 1.492035 -1.211335 -0.10 0.12 -0.48 -0.176
H 0.119895 -0.417156 -1.346234 0.11 -0.13 0.06 0.039
H 0.750429 -0.540173 1.701210 -0.11 0.04 0.00 0.060
H 1.342523 -1.727643 0.455867 0.01 0.09 -0.05 0.067

***

3.
9
Properties=species:S:1:pos:R:3:forces:R:3:lowdin_charge:R:1 method="wB97M-V/def2-TZVPD" multiplicity=1 homo_lumo_gap_ev=8.3 e_homo_ev=-8.177 total_charge=0 smiles=[SiH2]1[C@@H]2P[C@H]12
Si 1.429369 -0.699247 -0.129445 -2.90 3.52 -0.70 0.753
C -0.030012 0.201313 0.728095 0.27 2.66 1.87 -0.769
P -1.530798 -0.663422 0.122872 -0.01 -1.20 -0.09 0.762
C -0.392962 0.477829 -0.684173 2.89 -3.62 0.43 -0.577
H 1.270394 -2.114281 -0.249590 0.13 -0.78 -0.17 -0.092
H 2.664057 0.027096 -0.590257 -0.50 -0.45 0.44 -0.075
H -0.180159 1.060285 1.543440 0.77 -2.27 -1.55 0.096
H -2.335099 0.431625 0.373257 -0.91 0.41 0.65 -0.106
H -0.894791 1.278806 -1.114203 0.25 1.74 -0.90 0.007

***

4.
8
Properties=species:S:1:pos:R:3:forces:R:3:lowdin_charge:R:1 method="wB97M-V/def2-TZVPD" multiplicity=1 homo_lumo_gap_ev=6.4 e_homo_ev=-2.403 total_charge=-1
S 0.657503 1.680402 -1.221468 -0.36 0.11 -0.15 -0.420
H -0.443664 2.100401 -1.902519 0.34 -0.14 0.22 -0.501
C -1.039522 -1.326083 1.170384 0.12 0.04 0.15 -0.085
C -0.232657 -2.346668 1.512679 -0.49 1.08 -0.05 -0.102
H -2.123555 -1.398164 1.108496 -0.07 -0.01 1.16 0.035
H -0.667770 -0.326282 0.947453 0.28 -0.47 -1.30 0.006
H 0.761540 -2.354397 1.072512 0.33 0.22 1.01 0.038
H -0.533682 -3.035911 2.300772 -0.16 -0.83 -1.02 0.029

***

5.
8
Properties=species:S:1:pos:R:3:forces:R:3:lowdin_charge:R:1 method="wB97M-V/def2-TZVPD" multiplicity=1 homo_lumo_gap_ev=6.5 e_homo_ev=-1.919 total_charge=-1 smiles=CC[S-]
C 0.601898 -0.494737 0.018488 -0.85 -2.50 -1.55 -0.297
C -0.384034 0.544374 0.176143 -2.25 2.99 -0.97 -0.870
S -2.156443 0.064258 -0.069664 0.02 -0.40 0.64 -0.022
H 0.318573 -0.973983 -0.955470 0.31 -0.03 0.76 0.069
H 0.642615 -1.269876 0.729138 -0.27 -1.09 1.27 0.036
H 1.570506 -0.174268 -0.115983 2.48 1.20 -0.19 0.021
H -0.289431 1.021363 -0.837392 0.30 0.93 1.35 0.011
H -0.303685 1.282869 1.054740 0.25 -1.10 -1.31 0.052

***

6.
8
Properties=species:S:1:pos:R:3:forces:R:3:lowdin_charge:R:1 method="wB97M-V/def2-TZVPD" multiplicity=1 homo_lumo_gap_ev=12.3 e_homo_ev=-11.106 total_charge=0
C -0.258921 -0.508406 0.524552 10.26 1.17 2.10 -0.147
C 0.230158 0.477448 -0.516098 1.88 2.23 4.70 -0.192
H -1.187501 -0.437433 0.498442 -8.47 0.63 1.22 -0.049
H -0.008020 -1.498742 0.205267 0.49 -0.72 0.29 0.047
H 0.451659 -0.171240 1.668410 -2.88 -1.41 -3.42 0.181
H -0.161589 0.410716 -1.390366 -2.82 -1.71 -5.89 -0.025
H 1.309211 0.356741 -0.699814 -0.24 0.94 0.46 0.077
H -0.231183 1.525703 -0.332662 1.77 -1.14 0.55 0.108

***

How do the records compare in relative energy (zero: lowest compared OMol25 entry of this formula, charge and spin)? In the order shown, they have 59.9, 20.0, 22.7, 32.1, 16.7, 54.6 kcal per mole.
How do the records compare in calculated total energy? In the order shown, they have -11436.5027, -22277.0350, -19317.1137, -12989.5225, -12990.1922, -2168.8819 eV.